[1]
ORCA calculation (ωB97M-V/def2-TZVPD) on a 9-piece molecular cluster, C27H41FNO24 overall in a non-equilibrium geometry.

Calculated values
HOMO in eV: -12.37
Kohn-Sham gap in eV: 9.3
Charge: +1
Multiplicity: 1

XYZ file:
```
94
C27H41FNO24, DFT ωB97M-V/def2-TZVPD
C 6.630 -0.249 -0.969
C 5.359 0.731 -1.430
C 4.128 -0.231 -1.927
N 2.797 0.028 -1.255
F 4.483 -1.660 -1.763
H 7.546 0.478 -0.736
H 6.353 -0.920 -0.038
H 6.952 -0.982 -1.855
H 5.112 1.416 -0.509
H 5.734 1.432 -2.316
H 3.972 -0.027 -3.079
H 2.053 -0.137 -1.998
H 2.732 1.008 -0.847
H 2.623 -0.684 -0.511
C -1.299 -1.867 0.461
C -1.550 -1.997 -1.006
O -1.315 -0.689 -1.493
C -0.490 -0.074 -0.597
O 0.052 1.003 -0.785
O -0.349 -0.821 0.537
H -0.899 -2.786 0.898
H -2.196 -1.571 1.015
H -0.850 -2.686 -1.491
H -2.572 -2.315 -1.226
C 2.170 -5.821 -2.924
C 1.856 -4.990 -4.125
O 0.442 -4.933 -4.120
C 0.041 -5.155 -2.834
O -1.103 -5.009 -2.435
O 1.085 -5.560 -2.054
H 3.118 -5.538 -2.457
H 2.192 -6.893 -3.150
H 2.252 -3.972 -4.044
H 2.223 -5.441 -5.051
C -6.401 -1.908 2.423
C -5.477 -0.736 2.485
O -4.196 -1.325 2.363
C -4.368 -2.522 1.731
O -3.457 -3.217 1.313
O -5.692 -2.840 1.628
H -7.361 -1.658 1.963
H -6.583 -2.350 3.408
H -5.627 -0.040 1.653
H -5.563 -0.187 3.427
C 6.811 3.176 1.125
C 7.735 4.349 1.188
O 9.016 3.760 1.066
C 8.844 2.562 0.434
O 9.754 1.867 0.015
O 7.520 2.245 0.331
H 5.851 3.427 0.665
H 6.628 2.734 2.111
H 7.585 5.044 0.355
H 7.648 4.897 2.130
C 12.082 6.127 0.282
C 11.768 6.958 -0.919
O 10.354 7.016 -0.914
C 9.952 6.794 0.372
O 8.809 6.939 0.771
O 10.996 6.388 1.152
H 13.029 6.411 0.749
H 12.104 5.056 0.055
H 12.163 7.976 -0.838
H 12.134 6.507 -1.845
C -10.413 -4.098 2.563
C -10.664 -4.227 1.096
O -10.429 -2.920 0.609
C -9.604 -2.304 1.505
O -9.062 -1.228 1.317
O -9.463 -3.051 2.639
H -10.013 -5.017 3.000
H -11.310 -3.801 3.117
H -9.964 -4.917 0.611
H -11.687 -4.546 0.876
C 4.515 8.649 0.728
C 5.077 7.659 -0.239
O 5.762 6.743 0.594
C 5.191 6.829 1.832
O 5.420 6.061 2.751
O 4.330 7.886 1.905
H 3.566 9.072 0.387
H 5.212 9.467 0.942
H 4.297 7.122 -0.789
H 5.764 8.120 -0.955
C -15.905 -5.970 -0.542
C -14.495 -6.385 -0.271
O -14.046 -5.419 0.660
C -15.155 -4.918 1.280
O -15.127 -4.189 2.257
O -16.297 -5.341 0.664
H -16.554 -6.822 -0.764
H -15.978 -5.245 -1.359
H -14.432 -7.376 0.190
H -13.877 -6.371 -1.172
```

[2]
ORCA calculation (ωB97M-V/def2-TZVPD) on C5H11N2 as an isolated structure in a non-equilibrium geometry.

Calculated values
HOMO (alpha / beta) in eV: -13.62 / -13.62
Kohn-Sham gap (alpha / beta) in eV: 8.1 / 8.1
Charge: +1
Multiplicity: 1

XYZ file:
```
18
C5H11N2, DFT ωB97M-V/def2-TZVPD
C 0.041 0.282 -0.017
C -0.344 -1.626 0.083
C 0.645 2.842 -0.113
C 1.804 -1.030 -1.346
C -2.082 -0.131 1.380
N 0.622 -0.764 -0.594
N -0.883 -0.396 0.655
H -1.025 -2.145 -0.595
H 0.088 -2.309 0.818
H 1.670 2.696 0.167
H -0.072 3.124 0.633
H 0.389 2.945 -1.150
H 1.587 -1.776 -2.111
H 2.134 -0.112 -1.827
H 2.606 -1.406 -0.704
H -2.170 -0.841 2.204
H -2.961 -0.230 0.735
H -2.048 0.878 1.783
```